Entry 1:
A 2-piece molecular cluster, C5H8O2 overall, computed with ωB97M-V with the def2-TZVPD basis set.

As for the relative energy (zero: lowest compared OMol25 entry of this formula, charge and spin): 6.582 eV. As for the charge: 0. The value obtained for the highest occupied orbital energy is -0.3143 hartree. As for the spin multiplicity: 1.

Geometry as XYZ:
```
15
Properties=species:S:1:pos:R:3:mulliken_charge:R:1
O 2.461 -1.399 -0.464 -0.31
C 2.245 -0.871 0.715 -0.24
C 0.130 0.928 0.151 -0.64
C -1.057 0.856 -0.806 -0.25
C -1.927 0.263 0.309 -0.50
C -0.600 -0.471 0.275 -0.21
O -0.639 -0.506 -1.190 -0.46
H 1.671 -1.887 -0.739 0.42
H 3.157 -0.248 0.875 0.13
H 0.097 1.715 0.922 0.26
H 1.085 0.995 -0.377 0.36
H -1.286 1.558 -1.599 0.47
H -2.092 0.865 1.201 0.26
H -2.782 -0.339 -0.011 0.28
H -0.462 -1.459 0.739 0.45
```

Entry 2:
A 2-piece molecular cluster, C8H16O4S2 overall in a non-equilibrium geometry, computed with ωB97M-V with the def2-TZVPD basis set.

As for the relative energy (zero: lowest compared OMol25 entry of this formula, charge and spin): 0.000 eV. As for the charge: 0. The value obtained for the highest occupied orbital energy is -0.3675 hartree. As for the spin multiplicity: 1. Its SMILES is O=S1(=O)CCCC1.O=S1(=O)CCCC1.

Geometry as XYZ:
```
30
Properties=species:S:1:pos:R:3:mulliken_charge:R:1
O 2.376 4.501 -2.339 -0.66
S 2.134 3.622 -1.224 1.11
O 3.128 3.294 -0.226 -0.63
C 0.593 4.103 -0.274 -0.63
C -0.261 2.825 -0.246 -0.78
C 0.548 1.631 -0.729 0.18
C 1.377 2.146 -1.888 -0.82
H 0.184 4.965 -0.798 0.36
H 0.892 4.474 0.706 0.33
H -0.822 2.621 0.669 0.36
H -1.119 2.984 -0.916 0.31
H -0.138 0.798 -0.820 -0.22
H 1.333 1.387 -0.007 0.27
H 0.803 2.473 -2.762 0.34
H 2.147 1.529 -2.358 0.46
O -0.180 -0.544 1.376 -0.62
S 0.156 -1.805 0.738 1.14
O 1.420 -1.934 0.028 -0.68
C -0.136 -3.117 2.024 -0.67
C -1.205 -3.991 1.396 -0.68
C -2.125 -3.120 0.573 -0.53
C -1.184 -2.391 -0.383 -0.73
H -0.517 -2.584 2.891 0.35
H 0.764 -3.688 2.233 0.37
H -0.790 -4.804 0.785 0.32
H -1.700 -4.607 2.156 0.33
H -2.606 -2.387 1.229 0.29
H -2.867 -3.694 0.020 0.35
H -1.533 -1.514 -0.914 0.39
H -0.673 -3.175 -0.941 0.37
```

Entry 3:
C8H32O8 as an isolated structure in a non-equilibrium geometry, computed with ωB97M-V with the def2-TZVPD basis set.

As for the relative energy (zero: lowest compared OMol25 entry of this formula, charge and spin): 11.256 eV. As for the charge: 0. The value obtained for the highest occupied orbital energy is -0.3439 hartree. As for the spin multiplicity: 1.

Geometry as XYZ:
```
48
Properties=species:S:1:pos:R:3:mulliken_charge:R:1
C -3.140 -1.501 1.726 -0.43
O -2.789 -1.809 0.365 -0.59
H -2.309 -1.556 2.419 0.11
H -3.870 -2.173 2.011 0.37
H -3.698 -0.474 1.412 0.18
H -1.935 -1.272 0.276 0.25
C 0.759 3.269 1.206 -0.98
O -0.526 3.400 0.536 -0.57
H 1.218 2.400 1.248 0.46
H 0.892 3.624 2.191 0.41
H 1.517 4.005 0.815 0.33
H -0.648 4.379 0.530 0.31
C 3.727 0.140 -2.541 -0.51
O 2.753 1.078 -2.872 -0.41
H 4.132 -0.608 -3.379 0.22
H 3.380 -0.574 -1.716 0.16
H 4.533 0.692 -1.936 0.29
H 2.963 1.922 -2.929 0.25
C -1.248 1.186 3.660 -0.56
O -2.013 0.253 4.358 -0.49
H -0.569 1.578 4.441 0.30
H -1.779 1.822 3.047 0.51
H -0.610 0.548 2.991 -0.05
H -2.835 0.838 4.484 0.33
C 0.170 -2.846 3.305 -0.56
O 1.517 -3.228 3.337 -0.55
H -0.239 -3.003 2.349 0.28
H 0.057 -1.767 3.320 0.04
H -0.278 -3.430 3.983 0.43
H 1.537 -4.099 3.804 0.33
C -0.958 1.919 -3.533 -0.64
O -1.949 2.939 -3.919 -0.57
H -0.094 2.472 -3.275 0.19
H -0.686 1.459 -4.470 0.38
H -1.201 1.145 -2.950 0.31
H -1.283 3.658 -4.463 0.33
C 0.406 -0.149 -0.122 -0.87
O -0.703 0.527 -0.027 -0.31
H 1.207 0.193 -0.452 0.97
H 0.189 -0.826 -0.957 -0.12
H 0.467 -0.580 0.898 0.18
H -0.629 1.638 -0.090 0.29
C 0.657 -2.523 -3.152 -0.21
O 1.426 -3.737 -3.037 -0.45
H 0.876 -2.360 -4.478 0.18
H 1.070 -1.667 -2.730 -0.16
H -0.253 -2.613 -2.688 0.39
H 0.769 -4.303 -3.003 0.28
```

Entry 4:
C8H12N2 as an isolated structure in a non-equilibrium geometry, computed with ωB97M-V with the def2-TZVPD basis set.

As for the relative energy (zero: lowest compared OMol25 entry of this formula, charge and spin): 6.139 eV. As for the charge: 0. The value obtained for the highest occupied orbital energy is -0.2522 hartree. As for the spin multiplicity: 1.

Geometry as XYZ:
```
22
Properties=species:S:1:pos:R:3:mulliken_charge:R:1
C 1.299 1.694 -0.353 -0.24
C 2.309 0.857 -0.678 -0.62
C -0.979 -0.754 0.325 0.11
C 0.224 -0.424 -0.152 -0.08
C -1.198 0.825 0.416 0.44
C -2.044 -1.792 0.428 -1.58
C -2.275 1.429 -0.428 -1.34
C 2.725 -1.317 0.255 -0.90
N 0.157 0.929 -0.086 0.13
N 2.018 -0.577 -0.710 -0.26
H 1.256 2.769 -0.307 0.45
H 3.216 1.117 -1.165 0.44
H -1.179 1.033 1.530 0.40
H -1.683 -2.774 0.883 0.35
H -2.440 -2.095 -0.484 0.33
H -2.835 -1.494 1.074 0.39
H -2.620 2.254 0.144 0.34
H -3.149 0.782 -0.675 0.30
H -1.929 1.808 -1.376 0.38
H 2.571 -2.356 0.074 0.34
H 3.871 -1.077 0.050 0.28
H 2.687 -0.836 1.235 0.36
```

Entry 5:
C32H42N2O11S3V as an isolated structure, computed with ωB97M-V with the def2-TZVPD basis set.

As for the relative energy (zero: lowest compared OMol25 entry of this formula, charge and spin): 0.665 eV. As for the charge: -2. The value obtained for the highest occupied orbital energy (spin up / spin down) is -0.0036 / -0.1187 hartree. As for the expectation value of S²: 3.78. As for the spin multiplicity: 4.

Geometry as XYZ:
```
91
Properties=species:S:1:pos:R:3:mulliken_charge:R:1
V -0.265 0.185 -0.443 0.97
C -0.360 6.614 2.668 -1.62
C -0.998 5.406 3.370 2.01
C -0.328 5.229 4.736 -2.07
C -2.485 5.694 3.608 -1.75
C -0.809 4.177 2.483 1.16
C 0.194 3.212 2.746 -1.16
C 0.316 2.128 1.901 -0.66
N -0.420 1.944 0.807 0.66
C -1.398 2.870 0.519 -0.54
C -1.590 3.984 1.376 -0.35
C -2.190 2.588 -0.613 -0.41
C -3.189 3.446 -1.146 -0.24
C -3.950 3.058 -2.215 0.77
C -3.704 1.776 -2.767 -1.17
C -2.689 1.008 -2.239 -0.73
N -1.937 1.385 -1.211 0.70
C -4.983 3.974 -2.862 2.16
C -4.425 4.465 -4.206 -1.64
C -5.310 5.190 -1.994 -2.09
C -6.290 3.208 -3.113 -1.80
H -0.457 7.516 3.281 0.41
H -0.839 6.794 1.704 0.35
H 0.701 6.433 2.485 0.36
H -0.561 6.086 5.373 0.44
H 0.758 5.169 4.644 0.35
H -0.676 4.323 5.234 0.43
H -2.597 6.541 4.291 0.46
H -2.982 4.826 4.045 0.37
H -3.003 5.946 2.682 0.36
H 0.842 3.268 3.606 0.27
H 1.039 1.350 2.108 0.51
H -2.394 4.669 1.145 0.18
H -3.322 4.419 -0.697 0.20
H -4.263 1.395 -3.610 0.24
H -2.455 0.036 -2.652 0.48
H -3.536 5.078 -4.050 0.35
H -5.174 5.061 -4.739 0.42
H -4.140 3.621 -4.835 0.36
H -4.439 5.834 -1.859 0.35
H -5.666 4.888 -1.007 0.42
H -6.090 5.787 -2.474 0.44
H -6.158 2.415 -3.848 0.32
H -7.056 3.891 -3.492 0.47
H -6.657 2.752 -2.192 0.38
O 3.784 -1.859 -0.859 -0.72
S 2.536 -1.384 -1.428 1.92
O 1.895 -0.364 -0.576 -0.58
O 1.643 -2.415 -1.902 -0.72
C 3.062 -0.465 -2.895 -0.43
C 4.261 -0.885 -3.462 -0.71
C 4.785 -0.263 -4.583 -0.56
C 4.110 0.804 -5.156 -0.58
C 2.909 1.224 -4.608 -0.64
C 2.379 0.600 -3.483 -0.28
S 0.791 1.228 -2.918 1.71
O 1.000 1.985 -1.691 -0.58
O 0.258 1.962 -4.038 -0.73
O 0.029 0.007 -2.571 -0.63
H 4.788 -1.702 -2.988 0.48
H 5.723 -0.609 -5.002 0.36
H 4.509 1.305 -6.030 0.36
H 2.348 2.034 -5.051 0.50
O -3.180 -1.877 1.319 -0.74
C -2.123 -1.391 0.979 0.46
O -1.773 -1.084 -0.235 -0.59
C -0.994 -1.055 1.994 0.51
O -1.089 -1.239 3.192 -0.78
O 0.054 -0.580 1.392 0.06
C 4.397 -2.178 2.461 -1.34
C 2.999 -1.728 2.868 0.46
C 1.971 -2.853 2.925 -1.22
S 1.395 -3.325 1.261 0.67
O 0.055 -3.954 1.452 -0.77
C 2.540 -4.711 0.866 -0.85
C 1.899 -6.073 1.081 -0.34
C 1.763 -6.442 2.554 -1.13
H 5.108 -1.353 2.531 0.41
H 4.413 -2.519 1.426 0.16
H 4.755 -2.987 3.107 0.34
H 2.632 -0.970 2.171 -0.28
H 3.029 -1.256 3.855 0.42
H 1.039 -2.502 3.374 0.41
H 2.331 -3.727 3.473 0.61
H 3.439 -4.596 1.475 0.35
H 2.819 -4.547 -0.176 0.26
H 2.501 -6.822 0.556 0.46
H 0.910 -6.069 0.622 0.27
H 2.734 -6.420 3.059 0.26
H 1.346 -7.445 2.673 0.38
H 1.095 -5.740 3.052 0.25
```

Entry 6:
C27H50P2Pd as an isolated structure in a non-equilibrium geometry, computed with ωB97M-V with the def2-TZVPD basis set.

As for the relative energy (zero: lowest compared OMol25 entry of this formula, charge and spin): 0.832 eV. As for the charge: +2. The value obtained for the highest occupied orbital energy (spin up / spin down) is -0.4605 / -0.5050 hartree. As for the expectation value of S²: 6.01. As for the spin multiplicity: 5.

Geometry as XYZ:
```
80
Properties=species:S:1:pos:R:3:mulliken_charge:R:1
Pd -1.292 1.076 -2.462 0.06
C -0.581 -2.363 2.425 0.75
C 0.704 -2.688 1.926 0.61
C 0.970 -1.169 3.625 0.76
C -0.417 -1.414 3.470 0.79
C 1.663 -1.969 2.685 0.59
C -1.863 -2.993 2.060 -1.66
H -1.734 -3.768 1.298 0.41
H -2.607 -2.287 1.660 0.34
H -2.308 -3.462 2.952 0.48
C -1.488 -0.846 4.311 -1.38
H -2.416 -1.415 4.206 0.41
H -1.707 0.193 4.036 0.06
H -1.205 -0.858 5.371 0.38
C 1.568 -0.263 4.621 -1.46
H 1.264 -0.523 5.646 0.37
H 1.253 0.778 4.455 0.18
H 2.663 -0.285 4.572 0.42
C 3.136 -2.049 2.549 -1.56
H 3.591 -2.713 3.297 0.38
H 3.595 -1.061 2.671 0.42
H 3.432 -2.424 1.563 0.29
C 1.013 -3.687 0.880 -1.73
H 1.202 -4.687 1.301 0.34
H 1.904 -3.407 0.305 0.40
H 0.188 -3.787 0.169 0.36
C -1.421 1.892 -4.226 -0.04
C -1.985 0.614 -4.327 -0.60
C -1.173 -0.504 -4.967 -0.89
C 0.175 -0.679 -4.267 -1.30
C 0.205 -0.117 -2.843 0.05
C 1.212 0.964 -2.620 0.49
C 1.124 2.177 -3.604 -0.80
C -0.005 2.229 -4.671 -1.09
H -1.072 -0.404 -6.077 0.35
H 0.957 -0.232 -4.871 0.48
H -1.780 -1.414 -4.803 0.42
H 0.331 1.649 -5.547 0.39
H -2.075 2.756 -4.084 0.60
H -3.075 0.495 -4.234 0.52
H -0.074 3.290 -4.964 0.45
H 1.055 3.061 -2.989 0.52
H 2.168 0.500 -2.899 0.48
H 2.075 2.267 -4.152 0.27
H 0.362 -1.757 -4.200 0.44
H 0.281 -0.944 -2.116 0.71
P -4.191 -2.063 -2.031 0.03
C -4.303 -0.642 -0.872 -0.68
C -2.536 -2.491 -1.333 -0.49
P 3.143 1.160 -0.140 0.42
C 1.454 1.376 -1.085 -0.71
C 3.712 -0.369 -0.986 -0.98
C 4.181 2.408 -0.945 -1.34
H -3.320 -0.248 -0.522 -0.10
H -4.888 -1.115 -0.051 0.36
H -4.924 0.237 -1.098 0.41
H -1.694 -2.782 -1.983 0.37
H -2.847 -3.446 -0.835 0.40
H -2.125 -1.782 -0.558 -0.27
H 4.026 2.372 -2.015 0.34
H 5.220 2.161 -0.700 0.41
H 3.939 3.390 -0.547 0.38
H 1.270 2.459 -1.066 0.62
H 0.699 0.906 -0.426 -0.63
H 4.415 -0.851 -0.302 0.38
H 4.234 -0.092 -1.898 0.39
H 2.881 -1.039 -1.202 0.15
C -2.614 2.255 2.275 -1.40
C -1.199 2.819 2.310 1.08
C -0.652 3.023 3.719 -1.43
C -0.284 1.979 1.541 -1.34
H -2.612 1.166 2.399 0.21
H -3.086 2.472 1.312 0.33
H -3.235 2.687 3.066 0.38
H -1.203 3.811 1.842 0.33
H -0.535 2.073 4.239 0.16
H 0.337 3.483 3.722 0.42
H -1.291 3.646 4.352 0.44
H -0.476 0.916 1.396 0.29
H 0.691 2.349 1.287 0.58
```